No. 1
{"formula": "C17H33BFN3O3PPrS", "method": "ωB97M-V/def2-TZVPD", "multiplicity": 3, "s2": 2.008, "charge": 2, "homo_lumo_gap_ev": [3.23, 3.97], "homo_energy_ev": [-12.91, -12.91], "symbols": ["C", "C", "N", "C", "P", "F", "C", "C", "C", "C", "C", "N", "C", "C", "C", "C", "C", "C", "C", "C", "B", "N", "O", "S", "C", "O", "O", "H", "H", "H", "H", "H", "H", "H", "H", "H", "H", "H", "H", "H", "H", "H", "H", "H", "H", "H", "H", "H", "H", "H", "H", "H", "H", "H", "H", "H", "H", "H", "H", "H", "Pr"], "xyz": [[2.348, 1.580, 1.564], [2.266, 0.268, 0.747], [3.339, -0.447, 0.768], [1.160, -0.468, -0.053], [-0.476, 0.331, -0.540], [-0.266, -0.508, -2.077], [0.333, 1.894, -1.277], [0.552, 1.919, -2.842], [2.004, 1.344, -3.220], [1.924, 0.210, -4.329], [2.544, -1.111, -3.744], [2.989, -1.975, -4.878], [-0.828, 1.137, 1.151], [-0.938, 0.345, 2.452], [-2.154, 0.586, 3.276], [-2.425, -0.030, 4.543], [-1.477, -0.949, 5.148], [-0.262, -1.223, 4.391], [0.765, -2.208, 5.035], [-0.023, -0.570, 3.109], [-2.104, 1.012, -1.367], [-2.753, 2.326, -1.207], [-2.755, 0.203, -2.396], [-1.707, -1.548, -0.049], [-3.502, -1.147, 0.474], [-1.865, -2.511, -1.323], [-1.209, -2.488, 0.986], [3.382, 1.929, 1.811], [1.835, 1.415, 2.557], [1.833, 2.476, 1.125], [4.055, 0.043, 1.307], [1.094, -1.490, 0.412], [1.671, -0.715, -1.028], [1.349, 2.122, -0.880], [-0.243, 2.833, -1.029], [-0.258, 1.538, -3.498], [0.644, 3.016, -3.098], [2.554, 1.041, -2.291], [2.621, 2.172, -3.667], [2.452, 0.566, -5.243], [0.842, 0.038, -4.569], [3.401, -0.881, -3.067], [1.783, -1.689, -3.141], [3.554, -2.721, -4.454], [2.137, -2.434, -5.215], [-1.866, 1.580, 1.016], [-0.239, 2.083, 1.311], [-2.926, 1.299, 2.879], [-3.365, 0.242, 5.070], [-1.689, -1.408, 6.133], [1.292, -1.618, 5.833], [1.496, -2.517, 4.255], [0.257, -3.067, 5.536], [0.925, -0.829, 2.600], [-3.682, 2.246, -0.780], [-2.815, 2.845, -2.084], [-2.660, 0.735, -3.211], [-3.849, -2.081, 1.081], [-4.179, -1.146, -0.475], [-3.566, -0.203, 1.066], [-3.315, -3.390, -0.604]], "lowdin_spin": [0.00, 0.00, 0.00, 0.00, 0.00, 0.00, 0.00, 0.00, 0.00, 0.00, 0.00, 0.00, 0.00, 0.00, 0.00, 0.00, 0.00, 0.00, 0.00, 0.00, 0.00, 0.00, 0.00, 0.00, 0.00, -0.03, 0.00, 0.00, 0.00, 0.00, 0.00, 0.00, 0.00, 0.00, 0.00, 0.00, 0.00, 0.00, 0.00, 0.00, 0.00, 0.00, 0.00, 0.00, 0.00, 0.00, 0.00, 0.00, 0.00, 0.00, 0.00, 0.00, 0.00, 0.00, 0.00, 0.00, 0.00, 0.00, 0.00, 0.00, 2.05]}

No. 2
{"formula": "C17H33Br16F4NO4S2", "method": "ωB97M-V/def2-TZVPD", "charge": 0, "homo_lumo_gap_ev": 9.92, "homo_energy_ev": -9.71, "symbols": ["O", "S", "O", "F", "N", "S", "O", "O", "C", "F", "F", "F", "H", "Br", "C", "C", "Br", "H", "H", "H", "H", "Br", "C", "C", "Br", "H", "H", "H", "H", "Br", "C", "C", "Br", "H", "H", "H", "H", "Br", "C", "C", "Br", "H", "H", "H", "H", "Br", "C", "C", "Br", "H", "H", "H", "H", "Br", "C", "C", "Br", "H", "H", "H", "H", "Br", "C", "C", "Br", "H", "H", "H", "H", "Br", "C", "C", "Br", "H", "H", "H", "H"], "xyz": [[-2.662, -0.672, -0.751], [-2.133, -0.755, -2.062], [-3.045, -0.522, -3.121], [-0.944, 0.194, -2.256], [-1.405, -2.243, -2.358], [-1.362, -3.329, -1.053], [-0.582, -4.435, -1.509], [-2.678, -3.723, -0.645], [-0.434, -2.603, 0.426], [0.725, -3.237, 0.504], [-1.135, -2.922, 1.499], [-0.208, -1.307, 0.356], [-2.007, -2.691, -3.060], [1.666, -1.569, -2.061], [3.336, -0.586, -1.913], [3.070, 0.892, -1.831], [2.582, 1.631, -3.565], [3.948, -0.865, -2.765], [3.806, -0.944, -0.999], [3.968, 1.428, -1.532], [2.264, 1.134, -1.148], [4.280, -4.694, 2.733], [3.239, -3.917, 4.180], [2.034, -3.178, 3.665], [2.524, -1.466, 2.880], [3.914, -3.282, 4.745], [2.931, -4.758, 4.798], [1.356, -2.937, 4.480], [1.499, -3.732, 2.901], [7.485, -5.443, 4.943], [7.653, -7.165, 4.055], [8.564, -7.089, 2.860], [7.700, -6.227, 1.346], [6.649, -7.487, 3.797], [8.067, -7.835, 4.806], [8.819, -8.088, 2.512], [9.474, -6.534, 3.063], [-3.532, -2.020, -6.355], [-3.398, -0.095, -6.607], [-2.011, 0.314, -7.030], [-0.780, 0.246, -5.532], [-3.701, 0.364, -5.671], [-4.121, 0.146, -7.383], [-2.003, 1.348, -7.369], [-1.604, -0.324, -7.807], [-7.578, -5.355, -3.175], [-7.620, -5.036, -1.256], [-7.093, -3.670, -0.906], [-5.149, -3.590, -1.032], [-7.048, -5.834, -0.793], [-8.666, -5.130, -0.973], [-7.322, -3.431, 0.131], [-7.492, -2.894, -1.552], [2.244, 2.309, 1.363], [1.871, 4.199, 1.098], [0.406, 4.437, 0.855], [-0.119, 3.913, -0.946], [2.496, 4.534, 0.276], [2.190, 4.688, 2.017], [0.171, 5.498, 0.924], [-0.229, 3.887, 1.540], [-3.908, 8.558, -2.186], [-2.968, 6.918, -1.728], [-3.093, 6.592, -0.265], [-1.958, 7.737, 0.828], [-1.937, 7.048, -2.039], [-3.433, 6.139, -2.327], [-2.749, 5.578, -0.074], [-4.105, 6.708, 0.109], [1.662, 6.493, 6.020], [0.904, 7.336, 4.441], [-0.598, 7.249, 4.423], [-1.216, 5.466, 3.958], [1.359, 6.856, 3.581], [1.222, 8.375, 4.488], [-1.006, 7.903, 3.654], [-1.047, 7.495, 5.380]], "mulliken_charge": [-0.53, 0.96, -0.48, 0.01, -0.39, 1.10, -0.63, -0.72, 0.51, -0.13, -0.25, -0.06, 0.43, -0.05, -0.60, -0.35, -0.15, 0.41, 0.39, 0.40, -0.01, -0.10, -0.67, -0.55, -0.11, 0.40, 0.37, 0.42, 0.23, -0.13, -0.59, -0.57, -0.13, 0.36, 0.35, 0.34, 0.37, -0.15, -0.55, -0.63, -0.05, 0.31, 0.38, 0.34, 0.35, -0.15, -0.57, -0.67, 0.14, 0.36, 0.35, 0.34, 0.34, -0.11, -0.50, -0.40, -0.15, 0.43, 0.21, 0.13, 0.40, -0.16, -0.54, -0.50, -0.14, 0.33, 0.38, 0.21, 0.42, -0.12, -0.41, -0.44, -0.10, 0.16, 0.37, 0.15, 0.40]}

No. 3
{"formula": "C17H33N2O3S", "method": "ωB97M-V/def2-TZVPD", "charge": 1, "homo_lumo_gap_ev": 8.39, "homo_energy_ev": -11.24, "symbols": ["C", "C", "O", "C", "C", "C", "N", "C", "S", "C", "C", "C", "N", "H", "H", "H", "H", "H", "H", "H", "H", "H", "H", "H", "H", "H", "H", "H", "H", "H", "C", "C", "C", "O", "C", "H", "H", "H", "H", "H", "H", "H", "H", "C", "C", "C", "O", "C", "H", "H", "H", "H", "H", "H", "H", "H"], "xyz": [[2.786, 1.475, 0.998], [1.777, 2.616, 1.037], [1.001, 2.578, -0.168], [-0.160, 3.370, -0.079], [-1.302, 2.547, 0.436], [-2.029, 1.659, -0.311], [-2.941, 1.069, 0.544], [-3.895, 0.019, 0.135], [-3.779, -1.440, 1.208], [-2.003, -1.686, 1.286], [-1.328, -1.983, -0.045], [-2.787, 1.578, 1.752], [-1.804, 2.482, 1.708], [2.536, 0.679, 1.686], [2.857, 1.113, -0.021], [3.764, 1.864, 1.258], [2.286, 3.575, 1.072], [1.131, 2.504, 1.910], [-0.392, 3.735, -1.072], [0.004, 4.247, 0.549], [-1.938, 1.404, -1.346], [-4.891, 0.429, 0.222], [-3.658, -0.252, -0.883], [-1.472, -0.867, 1.768], [-1.861, -2.555, 1.922], [-0.301, -2.261, 0.175], [-1.269, -1.109, -0.687], [-1.799, -2.817, -0.550], [-3.342, 1.295, 2.624], [-1.452, 3.019, 2.483], [3.864, 3.461, -4.395], [2.419, 3.561, -3.913], [2.590, 4.291, -2.587], [3.727, 5.137, -2.734], [4.437, 4.793, -3.928], [3.960, 3.314, -5.469], [4.371, 2.634, -3.892], [1.834, 4.168, -4.607], [1.923, 2.596, -3.803], [2.781, 3.588, -1.770], [1.722, 4.901, -2.323], [4.270, 5.579, -4.672], [5.503, 4.745, -3.708], [-1.649, -7.187, 1.807], [-1.367, -6.584, 3.180], [-0.506, -5.383, 2.819], [-0.943, -4.945, 1.524], [-1.798, -5.942, 0.946], [-2.531, -7.824, 1.780], [-0.793, -7.776, 1.473], [-2.299, -6.256, 3.645], [-0.869, -7.267, 3.866], [0.552, -5.656, 2.754], [-0.608, -4.560, 3.528], [-2.828, -5.569, 0.962], [-1.505, -6.106, -0.091]], "nbo_charge": [-0.64, -0.07, -0.53, -0.12, 0.19, -0.06, -0.29, -0.36, 0.25, -0.55, -0.62, 0.25, -0.48, 0.21, 0.23, 0.23, 0.19, 0.15, 0.23, 0.20, 0.26, 0.25, 0.24, 0.20, 0.27, 0.24, 0.18, 0.23, 0.26, 0.45, -0.43, -0.43, -0.06, -0.54, -0.07, 0.22, 0.20, 0.20, 0.21, 0.16, 0.17, 0.17, 0.19, -0.43, -0.43, -0.07, -0.56, -0.07, 0.23, 0.21, 0.20, 0.23, 0.17, 0.18, 0.16, 0.19]}

| no. | molecular weight (g mol⁻¹) |
| --- | --- |
| 1 | 561.228 |
| 2 | 1734.044 |
| 3 | 345.529 |